# 1
# C13H42O11

A 8-piece molecular cluster, C13H42O11 overall at a distorted geometry (the ωB97M-V functional and the def2-TZVPD basis, OMol25).

Geometry as ORCA input:
```
! wB97M-V def2-TZVPD RIJCOSX def2/J DEFGRID3
* xyz 0 1
O 1.41216 -1.47259 7.43629
C 0.84680 -2.37069 6.46505
C 0.16652 -1.65611 5.31251
O -0.47279 -2.47260 4.38657
H 0.69038 -0.86562 7.61579
H 1.58312 -3.03013 6.00562
H 0.04186 -2.95860 6.90611
H 0.90652 -1.08952 4.74728
H -0.63633 -0.93343 5.45832
H -0.18115 -2.19769 3.51424
O -0.69828 -4.97790 -5.17425
C 0.14314 -5.93091 -5.89741
C 0.96277 -5.19087 -6.97935
O 1.78670 -6.14501 -7.70621
H -1.38886 -4.70069 -5.78077
H 0.80095 -6.52194 -5.26018
H -0.50076 -6.58826 -6.48169
H 1.47670 -4.36537 -6.48690
H 0.24535 -4.73917 -7.66446
H 2.61382 -5.67792 -7.56728
O 0.03714 7.52079 -0.05011
C -0.15895 8.89043 0.04485
C -1.69883 9.13120 -0.03734
O -2.40857 8.46880 1.05687
H 0.61165 7.50884 -0.81913
H 0.20957 9.39358 0.93879
H 0.31841 9.49268 -0.72815
H -2.25035 8.67241 -0.85797
H -1.92372 10.18411 0.13266
H -1.99605 7.62531 1.25677
C 1.11994 0.93024 -0.45844
C 0.01273 -0.18358 -0.47358
O 0.61743 -1.44794 -0.30729
H 1.95964 0.75855 -1.13189
H 1.45551 0.88467 0.57761
H 0.68085 1.91742 -0.60256
H -0.50557 -0.22430 -1.43161
H -0.74402 -0.14654 0.31004
H 0.48947 -1.95792 -1.11051
C 7.73676 2.55048 3.93822
C 6.35320 2.02071 3.30649
O 5.36157 2.06140 4.36982
H 7.75005 3.64004 3.91026
H 8.51762 2.21883 3.25386
H 8.06047 2.31349 4.95171
H 6.47439 1.01163 2.91258
H 6.01589 2.67164 2.49989
H 5.78341 1.87621 5.21205
C -3.60092 1.39091 -6.69754
O -3.60891 2.44498 -7.62449
H -3.17726 0.52945 -7.21377
H -3.09559 1.66216 -5.77063
H -4.61465 1.07220 -6.45491
H -4.50098 2.38399 -7.97393
C -1.39180 -7.26000 0.98691
O -0.81070 -6.78916 2.19241
H -1.18429 -6.58400 0.15741
H -0.88545 -8.15888 0.63517
H -2.47812 -7.34564 0.96076
H -1.06917 -5.87913 2.35560
C -5.91381 -0.21105 1.65753
O -6.74512 -0.53065 2.75671
H -5.47570 0.78700 1.65045
H -5.04193 -0.86521 1.65962
H -6.44427 -0.25495 0.70632
H -7.63931 -0.29050 2.50305
*
```

Its HOMO energy is -10.09 eV. The structure (SMILES) is OCCO.OCCO.OCCO.CCO.CCO.CO.CO.CO. The relative energy (zero: lowest compared OMol25 entry of this formula, charge and spin) comes out at 278.21 kJ/mol. The value obtained for the total energy is -36678.11887 eV. The calculation puts the largest force on an atom at 3.4 eV/Å. Its gap between HOMO and LUMO is 10.27 eV.


# 2
# C27H28N4O2

C27H28N4O2 as an isolated structure at a distorted geometry (the ωB97M-V functional and the def2-TZVPD basis, OMol25).

Geometry as ORCA input:
```
! wB97M-V def2-TZVPD RIJCOSX def2/J DEFGRID3
* xyz 0 1
C 5.79723 -0.25775 -0.62267
N 4.35483 -0.32104 -0.40935
C 3.45595 0.65772 -0.64670
C 2.16170 0.21749 -0.30071
C 0.95081 0.87966 -0.48521
C -0.34604 0.12599 -0.30627
C -0.53532 -1.11166 -0.95963
C -1.74740 -1.79492 -0.88980
C -2.83174 -1.19249 -0.18610
N -4.01747 -1.85243 -0.04458
C -4.26908 -3.08655 -0.75569
C -3.03641 -3.96149 -0.87785
C -1.87655 -3.16101 -1.49382
C -5.21063 -1.17325 0.43139
C -4.88620 -0.15841 1.50600
C -3.82348 0.83029 1.01009
C -2.70593 0.12765 0.33177
C -1.45968 0.74691 0.25656
C 2.34912 -1.08774 0.31382
C 1.54290 -2.05779 0.89572
C 2.04648 -3.32106 1.28438
C 3.42164 -3.58048 1.13702
C 4.28724 -2.62541 0.55597
C 3.71311 -1.41684 0.16029
H 6.25234 -1.15932 -0.18916
H 6.01847 -0.20862 -1.70586
H 6.22811 0.62675 -0.11624
H 3.71037 1.57055 -1.18284
H 0.49652 1.78416 -1.32605
H 0.24389 -1.58923 -1.56892
H -5.04742 -3.62485 -0.22026
H -4.66471 -2.86500 -1.75646
H -2.71922 -4.32544 0.11180
H -3.24699 -4.82626 -1.52077
H -2.00281 -3.05552 -2.59292
H -0.92685 -3.70768 -1.34656
H -5.69141 -0.67493 -0.42152
H -5.89787 -1.94215 0.79250
H -5.80289 0.37031 1.78259
H -4.50749 -0.67732 2.39609
H -4.28995 1.55030 0.31159
H -3.43696 1.41025 1.86321
H -1.32872 1.73701 0.68178
H 0.50270 -1.87248 1.07899
H 1.38749 -4.09202 1.72745
H 3.82241 -4.55236 1.48090
H 5.35218 -2.84686 0.41541
C 0.90215 5.23308 1.89799
N 1.28024 4.52245 0.63659
C 0.96210 3.13820 0.57988
O 0.34126 2.60716 1.50019
N 1.42343 2.41224 -0.52867
C 1.90844 3.21209 -1.66737
O 2.16192 2.60241 -2.70110
C 1.80431 4.64647 -1.63656
C 1.54356 5.27234 -0.48358
H 1.13577 6.29815 1.73886
H -0.18409 5.15592 2.13298
H 1.48665 4.87216 2.77395
H 1.94112 5.24502 -2.54189
H 1.50690 6.32760 -0.30064
*
```

Its HOMO energy is -6.11 eV. The relative energy (zero: lowest compared OMol25 entry of this formula, charge and spin) comes out at 437.82 kJ/mol. The value obtained for the total energy is -38504.99201 eV. The calculation puts the largest force on an atom at 5.3 eV/Å. Its gap between HOMO and LUMO is 6.44 eV.


# 3
# C4H12P2S

A 2-piece molecular cluster, C4H12P2S overall at a distorted geometry (the ωB97M-V functional and the def2-TZVPD basis, OMol25).

Geometry as ORCA input:
```
! wB97M-V def2-TZVPD RIJCOSX def2/J DEFGRID3
* xyz 0 1
C 1.60475 -0.01652 1.65578
P 1.46609 -0.86562 0.22684
C 0.60645 -2.39140 0.74031
P -0.01014 -0.09975 -1.65594
C 1.00250 1.43921 -1.82542
S 0.19199 -1.37778 -3.08118
H 2.23747 0.87567 1.57121
H 1.34328 -0.28227 2.63075
H 0.78732 -2.60473 1.75099
H 1.02176 -3.13641 0.07335
H -0.46056 -2.34590 0.52870
H 0.42936 2.21882 -1.28882
H 1.85272 1.33101 -1.22256
H 1.08442 1.80837 -2.83189
C -2.60661 1.08295 0.48390
H -1.93289 0.44052 0.94311
H -2.71052 1.94247 1.15671
H -2.40723 1.39549 -0.54358
H -3.50017 0.58588 0.68776
*
```

Its HOMO energy is -7.84 eV. The structure (SMILES) is C=P(C)=P(C)=S.C. The relative energy (zero: lowest compared OMol25 entry of this formula, charge and spin) comes out at 225.32 kJ/mol. The value obtained for the total energy is -33753.16690 eV. The calculation puts the largest force on an atom at 2.8 eV/Å. Its gap between HOMO and LUMO is 6.39 eV.


# 4
# C3H5Cl

An isolated molecule of C3H5Cl at a distorted geometry (the ωB97M-V functional and the def2-TZVPD basis, OMol25).

Geometry as ORCA input:
```
! wB97M-V def2-TZVPD RIJCOSX def2/J DEFGRID3
* xyz 0 1
C -1.37431 -0.73244 0.19460
C -0.40686 0.06094 -0.38252
C 0.93888 0.57231 0.18885
Cl 2.29514 -0.58623 -0.02821
H -1.50901 -0.42235 1.19444
H -1.84825 -1.40208 -0.50339
H -0.36287 0.27799 -1.45993
H 1.00850 0.82097 1.25949
H 1.25879 1.41090 -0.46333
*
```

Its HOMO energy is -9.64 eV. The structure (SMILES) is C=CCCl. The relative energy (zero: lowest compared OMol25 entry of this formula, charge and spin) comes out at 109.55 kJ/mol. The value obtained for the total energy is -15712.71072 eV. The calculation puts the largest force on an atom at 4.7 eV/Å. Its gap between HOMO and LUMO is 10.27 eV.


# 5
# C3H10NO

A 2-piece molecular cluster, C3H10NO overall at a distorted geometry (the ωB97M-V functional and the def2-TZVPD basis, OMol25).

Geometry as ORCA input:
```
! wB97M-V def2-TZVPD RIJCOSX def2/J DEFGRID3
* xyz 1 1
C 0.01495 2.24511 0.02975
C -0.23452 0.95480 -0.72609
C -1.43736 -0.35360 0.91970
N -0.49667 -0.25917 0.08768
H -0.70274 2.29762 0.83069
H 0.96926 2.20116 0.55415
H -0.16147 3.13996 -0.55573
H -1.10897 1.05004 -1.31320
H 0.55444 0.71108 -1.43425
H -1.62735 -1.28691 1.43892
H -2.09745 0.45190 1.17466
H 0.07281 -1.07890 -0.11349
H 2.02244 -1.83660 -0.93193
H 2.21359 -2.54625 0.38308
O 1.52622 -2.26159 -0.22409
*
```

Its HOMO energy is -16.31 eV. The relative energy (zero: lowest compared OMol25 entry of this formula, charge and spin) comes out at 64.61 kJ/mol. The value obtained for the total energy is -6803.64113 eV. The calculation puts the largest force on an atom at 1.4 eV/Å. Its gap between HOMO and LUMO is 11.49 eV.


# 6
# C8H8Br2ClIrO4Se

C8H8Br2ClIrO4Se as an isolated structure at a distorted geometry (the ωB97M-V functional and the def2-TZVPD basis, OMol25).

Geometry as ORCA input:
```
! wB97M-V def2-TZVPD RIJCOSX def2/J DEFGRID3
* xyz 1 2
Ir 0.41661 1.07207 -0.30407
Br 0.58332 2.30317 2.31278
C 1.44627 3.68774 1.29016
Br 0.57449 3.79155 -0.44196
H 2.47164 3.38607 1.11683
H 1.33853 4.63290 1.80735
O 3.79292 -0.63955 -1.39213
Se 2.96169 0.69364 -1.41420
O 1.38813 0.41815 -1.99878
O 2.43504 1.13446 0.14856
O 3.57929 1.97699 -2.09429
Cl -1.13319 -5.11464 0.08017
C -1.28358 -3.42880 0.07363
C -1.21267 -2.73279 -1.14162
C -1.32845 -1.37077 -1.14498
C -1.50766 -0.64205 0.07296
C -1.69573 0.77359 0.05971
C -1.56436 -1.38182 1.29318
C -1.47606 -2.74155 1.28906
H -1.07029 -3.27295 -2.06693
H -1.28268 -0.83425 -2.08556
H -2.08299 1.22443 0.96634
H -2.08827 1.21162 -0.86289
H -1.70594 -0.84800 2.22463
H -1.55607 -3.29919 2.21206
*
```

Its HOMO energy (spin up / spin down) is -13.32 / -12.92 eV. The relative energy (zero: lowest compared OMol25 entry of this formula, charge and spin) comes out at 139.56 kJ/mol. The value obtained for the total energy is -237394.30791 eV. The expectation value of S² is 1.051. The calculation puts the largest force on an atom at 2.6 eV/Å. Its gap between HOMO and LUMO (spin up / spin down) is 6.35 / 6.36 eV.